Entry 1:
Density functional theory data (ωB97M-V/def2-TZVPD) for 2 unconnected molecules or ions with the total composition C5H15NOS at a distorted geometry.

Positions of all 23 atoms, in Å:
C (2.3214, 1.7663, -0.7545)
C (1.1855, 0.8030, -0.3956)
C (1.0317, 0.8592, 1.1431)
C (-0.0805, 0.0502, 1.8344)
S (-1.7295, 0.1643, 1.1210)
C (-1.7640, -1.3816, 0.2990)
N (1.4168, -0.5665, -0.8811)
H (2.2895, 2.6460, -0.1172)
H (3.2523, 1.2219, -0.6425)
H (2.2360, 2.1112, -1.7815)
H (0.2434, 1.1782, -0.8142)
H (0.9719, 1.8933, 1.4612)
H (1.9548, 0.4380, 1.5622)
H (0.1920, -1.0003, 1.8637)
H (-0.1583, 0.3019, 2.8990)
H (-1.6201, -2.2017, 1.0201)
H (-2.7383, -1.6380, -0.0953)
H (-0.9654, -1.3284, -0.4252)
H (1.7416, -1.1809, -0.1385)
H (2.1670, -0.5439, -1.5638)
H (-0.2788, -1.2861, -1.9399)
H (-0.0835, -1.1591, -3.4022)
O (-0.7665, -1.4070, -2.7673)

Atomic forces in eV per Å
C -0.5200 -0.2807 -0.2410
C -0.2818 0.2773 0.8669
C 0.2775 -0.2834 -0.0871
C 0.2768 -0.4581 0.2260
S 0.3163 0.1079 0.2729
C -0.8156 -0.8742 0.7038
N -0.1426 0.0975 0.2977
H 0.1948 0.0456 0.0172
H 0.3548 0.2087 0.1511
H 0.0568 -0.0704 -0.1427
H -0.0298 -0.0225 -0.2217
H -0.0528 0.1748 -0.0419
H -0.0372 0.2283 0.1339
H -0.1914 -0.2673 -0.3392
H -0.1633 0.4793 -0.2122
H 0.5963 0.3463 0.0260
H -0.1719 0.6161 -0.6279
H 0.1688 -0.3118 -0.1801
H 0.0727 0.1293 -0.0556
H -0.1429 -0.1748 -0.1344
H 0.3477 -0.0305 -0.3631
H -0.2589 -0.1066 -0.2563
O 0.1457 0.1695 0.2077

Computed properties:
- ⟨S²⟩ = 0.753
- ΔE to the lowest compared entry with this formula, charge and spin (kJ/mol) = 0.0
- highest occupied orbital energy (spin up / spin down) (eV) = -13.87 / -13.84
- net charge = +1
- orbital gap (spin up / spin down) (eV) = 10.80 / 5.67
- 2S+1 = 2

Here are the Löwdin charges for atoms 1 to 5, given in e: number 1, C, carries -0.04; number 2, C, carries -0.45; number 3, C, carries -0.20; number 4, C, carries -0.40; number 5, S, carries 1.20



Entry 2:
Density functional theory data (ωB97M-V/def2-TZVPD) for 2 unconnected molecules or ions with the total composition CH6IN4 at a distorted geometry.

Positions of all 12 atoms, in Å:
C (0.1991, 0.1599, 0.6185)
N (1.4528, 0.4922, 0.3977)
N (-0.6042, -0.5604, -0.0832)
N (-0.9902, 1.1309, 1.9970)
N (-0.2549, -1.3085, -1.2463)
I (-0.0708, 1.9804, 3.5578)
H (1.8553, 1.2260, 0.9560)
H (-1.5032, -0.8141, 0.2921)
H (-1.3625, 1.8906, 1.5887)
H (-0.5751, -2.2470, -1.0673)
H (-0.4766, -0.9252, -2.0848)
H (2.0184, -0.1098, -0.2786)

Atomic forces in eV per Å
C -1.1000 3.5200 1.7196
N -0.6406 -1.9158 -0.9223
N -0.5980 -1.0455 -1.1727
N 3.1441 -5.8880 0.2666
N 1.9279 -1.3307 4.3575
I 0.6438 -0.0289 0.3099
H 0.3562 0.0303 0.0864
H -0.2760 0.5341 0.4566
H -1.3941 3.3463 -3.1034
H 0.0579 -0.1491 -0.5694
H -1.2863 1.6352 -2.6930
H -0.8350 1.2921 1.2641

Computed properties:
- ΔE to the lowest compared entry with this formula, charge and spin (kJ/mol) = 233.5
- highest occupied orbital energy (spin up / spin down) (eV) = -13.19 / -13.19
- net charge = +1
- orbital gap (spin up / spin down) (eV) = 7.95 / 7.95

Here are the Löwdin charges for atoms 1 to 5, given in e: number 1, C, carries -0.18; number 2, N, carries 0.19; number 3, N, carries 0.00; number 4, N, carries -0.47; number 5, N, carries 0.11



Entry 3:
Density functional theory data (ωB97M-V/def2-TZVPD) for C23H22N4 in the gas phase.

Positions of all 49 atoms, in Å:
C (-2.7011, -3.6628, 0.4911)
C (-1.7580, -3.8513, -0.5055)
C (-0.7407, -2.9326, -0.6837)
C (-0.6609, -1.8023, 0.1267)
C (0.4495, -0.8617, 0.0004)
C (1.7633, -1.2324, -0.0867)
N (2.5918, -0.1405, -0.0037)
C (3.9926, -0.1709, -0.0161)
C (4.7101, 0.9357, -0.4616)
C (6.0915, 0.8988, -0.4821)
C (6.7712, -0.2353, -0.0699)
C (6.0584, -1.3342, 0.3781)
C (4.6766, -1.3061, 0.4112)
C (1.8021, 0.9639, 0.1575)
N (2.2311, 2.2071, 0.3815)
C (1.2574, 3.0606, 0.6136)
N (-0.0406, 2.8480, 0.5125)
C (-0.4884, 1.6297, 0.1867)
N (-1.8253, 1.5101, -0.0425)
C (-2.3230, 0.6743, -1.1165)
C (-3.7344, 0.1821, -0.8098)
C (-4.6586, 1.3667, -0.5492)
C (-4.0681, 2.2238, 0.5653)
C (-2.6596, 2.6735, 0.1893)
C (0.4432, 0.5665, 0.1273)
C (-1.6145, -1.6198, 1.1269)
C (-2.6238, -2.5467, 1.3080)
H (-3.4918, -4.3847, 0.6328)
H (-1.8139, -4.7208, -1.1443)
H (-0.0057, -3.0798, -1.4621)
H (2.1610, -2.2218, -0.1968)
H (4.1775, 1.8190, -0.7722)
H (6.6404, 1.7620, -0.8276)
H (7.8502, -0.2615, -0.0917)
H (6.5800, -2.2191, 0.7123)
H (4.1341, -2.1603, 0.7868)
H (1.5531, 4.0686, 0.8742)
H (-1.6532, -0.1697, -1.2689)
H (-2.3469, 1.2659, -2.0466)
H (-3.7058, -0.4608, 0.0702)
H (-4.0948, -0.4114, -1.6515)
H (-5.6538, 1.0148, -0.2723)
H (-4.7538, 1.9658, -1.4582)
H (-4.6901, 3.1017, 0.7451)
H (-4.0239, 1.6406, 1.4869)
H (-2.2063, 3.2580, 0.9894)
H (-2.6975, 3.3015, -0.7122)
H (-1.5484, -0.7505, 1.7648)
H (-3.3522, -2.4017, 2.0932)

Atomic forces in eV per Å
C -0.0796 -0.0588 0.0184
C -0.0349 -0.1286 -0.0202
C -0.0026 0.1045 0.0138
C -0.0685 -0.2839 0.0891
C 0.4394 -0.1404 -0.0485
C -0.6039 -0.2027 -0.0606
N -0.3173 0.1635 -0.0468
C 0.7789 -0.0004 0.0035
C -0.1088 -0.0003 -0.0801
C 0.0401 -0.0754 0.0148
C 0.0958 -0.0048 0.0230
C 0.0660 -0.0121 -0.0372
C -0.1979 0.0691 0.0057
C -0.8406 0.4579 0.1198
N 0.4074 -0.1054 0.1111
C 0.3266 0.0221 -0.0832
N -0.5291 -0.0524 -0.1063
C 0.4512 0.2110 0.1482
N -0.0683 -0.0423 0.1610
C -0.1140 -0.4572 -0.1748
C 0.0175 0.1877 -0.1835
C 0.0110 -0.1703 0.2373
C 0.0218 0.1004 -0.3417
C -0.2632 0.1934 0.4765
C 0.5250 0.2407 -0.1017
C 0.1100 -0.0465 -0.0503
C -0.0477 -0.0466 0.0669
H -0.0637 -0.0539 0.0072
H -0.0065 -0.0629 -0.0491
H 0.0517 0.0103 -0.0871
H 0.0930 -0.1440 0.0336
H 0.0374 0.0115 -0.0357
H 0.0279 0.0740 -0.0336
H 0.0871 -0.0004 0.0027
H 0.0263 -0.0648 0.0247
H -0.0595 -0.0564 0.0409
H 0.0389 0.0856 0.0498
H -0.0655 0.1461 -0.0721
H 0.0537 -0.0379 0.0218
H -0.0055 -0.0229 -0.0448
H 0.0097 -0.0594 -0.0068
H -0.0492 0.0268 -0.0690
H -0.0566 0.0403 -0.0536
H 0.0007 0.0284 0.0582
H 0.0035 0.0208 0.0915
H -0.1318 -0.0052 -0.1776
H 0.0500 0.0361 0.0302
H -0.0023 0.0848 0.0614
H -0.0535 0.0207 0.0532

Computed properties:
- SMILES = c1ccc(-c2cn(-c3ccccc3)c3ncnc(N4CCCCC4)c23)cc1
- ΔE to the lowest compared entry with this formula, charge and spin (kJ/mol) = 0.0
- highest occupied orbital energy (eV) = -7.69
- orbital gap (eV) = 8.46

Here are the Löwdin charges for atoms 1 to 5, given in e: number 1, C, carries -0.09; number 2, C, carries -0.08; number 3, C, carries -0.03; number 4, C, carries -0.21; number 5, C, carries -0.12



Entry 4:
Density functional theory data (ωB97M-V/def2-TZVPD) for a molecular structure, AgI at a distorted geometry.

Positions of all 2 atoms, in Å:
Ag (0.3669, 0.0105, -1.0489)
I (-0.3669, -0.0105, 1.0489)

Atomic forces in eV per Å
Ag 2.2236 0.0651 -6.3661
I -2.2236 -0.0651 6.3661

Computed properties:
- ⟨S²⟩ = 0.753
- ΔE to the lowest compared entry with this formula, charge and spin (kJ/mol) = 108.1
- highest occupied orbital energy (spin up / spin down) (eV) = -16.00 / -15.69
- net charge = +1
- orbital gap (spin up / spin down) (eV) = 9.97 / 6.57
- 2S+1 = 2

Löwdin charges in e: number 1, Ag, carries 0.41; number 2, I, carries 0.59



Entry 5:
Density functional theory data (ωB97M-V/def2-TZVPD) for a molecular structure, C20H21FeN2O4Si.

Positions of all 49 atoms, in Å:
Fe (0.9262, -0.0741, 2.6002)
C (-3.4975, -2.2488, 5.0928)
O (-3.0784, -1.1194, 4.3424)
C (-1.8215, -1.0593, 3.8316)
O (-1.4699, -0.0920, 3.2114)
N (-1.0190, -2.1430, 4.0631)
N (0.2799, -2.0843, 3.5733)
H (-4.5277, -2.0486, 5.3737)
H (-2.9012, -2.3709, 6.0006)
H (-3.4632, -3.1633, 4.4954)
H (-1.2773, -2.9008, 4.6663)
H (0.4882, -2.8299, 2.9290)
H (0.9840, -1.8826, 4.2769)
O (0.5536, -0.5857, 0.7866)
Si (0.5722, 0.1702, -0.6065)
C (-1.1961, 0.5199, -1.1848)
C (-2.1900, 0.7033, -0.2186)
C (-3.5013, 0.9820, -0.5815)
C (-3.8489, 1.0793, -1.9226)
C (-2.8792, 0.8925, -2.8982)
C (-1.5701, 0.6145, -2.5265)
C (1.3490, -0.8999, -1.9677)
C (2.5557, -0.5889, -2.5944)
C (3.1228, -1.4350, -3.5408)
C (2.4873, -2.6187, -3.8827)
C (1.2827, -2.9502, -3.2735)
C (0.7265, -2.0981, -2.3317)
C (1.5120, 1.8085, -0.6031)
C (2.2983, 2.2098, 0.4787)
C (2.9763, 3.4243, 0.4617)
C (2.8868, 4.2601, -0.6401)
C (2.1102, 3.8804, -1.7291)
C (1.4330, 2.6709, -1.7029)
H (-1.9285, 0.6218, 0.8311)
H (-4.2527, 1.1243, 0.1866)
H (-4.8721, 1.2972, -2.2066)
H (-3.1441, 0.9574, -3.9474)
H (-0.8247, 0.4483, -3.2991)
H (3.0654, 0.3318, -2.3313)
H (4.0641, -1.1697, -4.0082)
H (2.9271, -3.2821, -4.6181)
H (0.7796, -3.8744, -3.5338)
H (-0.2138, -2.3674, -1.8604)
H (2.3828, 1.5836, 1.3658)
H (3.5686, 3.7114, 1.3221)
H (3.4149, 5.2066, -0.6524)
H (2.0272, 4.5305, -2.5925)
H (0.8198, 2.3940, -2.5554)
O (1.8832, 0.4642, 3.9208)

Atomic forces in eV per Å
Fe 0.0708 0.0948 0.3724
C 0.0436 0.0381 -0.0545
O 0.0618 -0.0243 -0.0018
C 0.2183 -0.0416 0.0329
O -0.3255 0.0701 -0.0276
N 0.0479 -0.0252 -0.1096
N -0.0866 -0.0014 0.0233
H 0.0001 -0.0230 0.0117
H -0.0093 0.0072 0.0103
H -0.0102 0.0014 -0.0027
H -0.1034 0.0601 0.1007
H 0.0590 -0.0642 0.0334
H 0.0794 0.0993 -0.0343
O -0.0528 -0.0184 -0.3600
Si -0.0147 -0.0959 -0.0600
C -0.0083 0.0142 -0.0142
C 0.0092 0.0268 0.0009
C 0.0036 0.0038 0.0121
C 0.0000 0.0043 -0.0053
C -0.0164 0.0027 0.0026
C 0.0478 -0.0341 -0.0088
C -0.0023 0.0161 -0.0229
C -0.0037 0.0356 0.0371
C 0.0109 0.0029 -0.0108
C -0.0145 -0.0088 0.0025
C 0.0101 -0.0098 -0.0205
C -0.0215 0.0143 0.0318
C -0.0008 0.0668 -0.0639
C 0.0009 -0.0459 0.0498
C 0.0047 -0.0289 0.0251
C -0.0070 -0.0006 -0.0394
C 0.0174 0.0188 0.0094
C -0.0237 -0.0406 0.0271
H -0.0034 -0.0154 0.0021
H -0.0019 -0.0031 -0.0060
H -0.0004 -0.0029 -0.0005
H -0.0013 0.0032 -0.0009
H -0.0145 0.0150 -0.0060
H 0.0080 -0.0061 -0.0139
H -0.0024 -0.0015 -0.0019
H -0.0008 -0.0004 -0.0038
H 0.0003 -0.0020 -0.0055
H 0.0026 -0.0109 -0.0126
H -0.0033 0.0349 -0.0233
H -0.0019 0.0034 -0.0047
H -0.0045 0.0014 0.0030
H 0.0056 0.0018 -0.0004
H -0.0024 0.0047 -0.0089
O 0.0352 -0.1368 0.1366

Computed properties:
- ⟨S²⟩ = 6.024
- highest occupied orbital energy (spin up / spin down) (eV) = -2.89 / -3.03
- net charge = -1
- orbital gap (spin up / spin down) (eV) = 5.27 / 5.41
- 2S+1 = 5

Here are the Löwdin charges for atoms 1 to 5, given in e: number 1, Fe, carries 0.51; number 2, C, carries -0.08; number 3, O, carries -0.02; number 4, C, carries -0.54; number 5, O, carries 0.08



Entry 6:
Density functional theory data (ωB97M-V/def2-TZVPD) for 2 unconnected molecules or ions with the total composition C3H3F2O3 at a distorted geometry.

Positions of all 11 atoms, in Å:
C (1.1867, -1.6424, 0.1411)
C (-1.4238, -0.7063, 0.0738)
C (-0.4804, 0.1511, -0.2981)
O (1.5997, -2.2337, -0.8039)
O (0.9642, -1.7903, 1.3027)
O (0.8236, -0.0751, -0.3135)
F (-2.7368, -0.3129, -0.0245)
F (2.2243, 1.8659, 0.3842)
H (-1.3171, -1.7074, 0.4429)
H (-0.7649, 1.1402, -0.6495)
H (1.7135, 1.0696, 0.1264)

Atomic forces in eV per Å
C 0.3519 0.1715 0.0292
C -0.2076 0.2997 -0.1959
C -0.4221 0.1436 0.0214
O 0.3838 -0.3971 -1.2189
O -0.3297 0.0616 1.2530
O 0.4970 -0.3184 -0.0422
F -0.1992 0.0528 -0.0230
F -0.0828 -0.1781 -0.0841
H 0.0631 -0.1120 0.1069
H -0.1389 0.0071 0.0630
H 0.0844 0.2693 0.0905

Computed properties:
- ΔE to the lowest compared entry with this formula, charge and spin (kJ/mol) = 2.4
- highest occupied orbital energy (eV) = -4.73
- net charge = -1
- orbital gap (eV) = 8.83

Here are the Löwdin charges for atoms 1 to 5, given in e: number 1, C, carries -0.69; number 2, C, carries -0.13; number 3, C, carries -0.20; number 4, O, carries 0.07; number 5, O, carries 0.06



E list, top to bottom, in a.u.: -727.36501 -558.02308 -1108.71441 -444.29912 -2738.48289 -541.64078